Here is a single C4H7NO2 molecule from OMol25. Energies are from the ωB97M-V functional and the def2-TZVPD basis.

Calculated values
* LUMO level: 0.8 eV
* gap between HOMO and LUMO: 8.4 eV
* relative energy (zero: lowest compared OMol25 entry of this formula, charge and spin): 4.426 eV
* calculated total energy: -9842.8541 eV

ORCA input file:
```
! wB97M-V def2-TZVPD RIJCOSX def2/J DEFGRID3
* xyz 0 1
C -0.8571 0.1250 1.4418
N 0.4228 1.0901 -1.1235
C 0.8683 0.0844 -0.4246
C -1.4128 -0.1562 -0.9944
C 1.9327 -0.6430 -0.0513
O -0.4740 -0.4953 0.1734
O -2.4429 0.3706 -0.7847
H 1.1041 1.4873 -1.7597
H -1.0711 -0.7602 -1.8311
H -1.8458 -0.2439 1.6984
H -0.8593 1.2059 1.3200
H -0.1110 -0.1994 2.1594
H 1.8321 -1.5196 0.5674
H 2.9139 -0.3458 -0.3909
*
```

Here are the Löwdin charges for atoms 1 to 2, given in e: 0.018 0.076

---

Here is 2 unconnected molecules or ions with the total composition C4H7NO2 from OMol25. Energies are from the ωB97M-V functional and the def2-TZVPD basis.

Calculated values
* LUMO level: 0.9 eV
* gap between HOMO and LUMO: 10.7 eV
* SMILES: C[C@H]1CN1.O=C=O
* relative energy (zero: lowest compared OMol25 entry of this formula, charge and spin): 0.964 eV
* calculated total energy: -9846.3159 eV

ORCA input file:
```
! wB97M-V def2-TZVPD RIJCOSX def2/J DEFGRID3
* xyz 0 1
C -1.4440 -0.6905 -0.3979
C -0.6125 0.5653 -0.5921
C -0.0652 1.3066 0.5738
N 0.8148 0.5338 -0.3059
H -1.2258 -1.2019 0.5493
H -1.3244 -1.4122 -1.2185
H -2.4961 -0.3818 -0.3704
H -0.9004 1.1725 -1.4558
H -0.1615 0.8795 1.5731
H -0.0217 2.3953 0.5363
H 1.3349 1.1517 -0.9189
O 2.9657 -1.3033 -0.0140
C 2.0151 -1.4092 0.6560
O 1.1210 -1.6059 1.3848
*
```

Here are the Löwdin charges for atoms 1 to 2, given in e: -0.062 -0.353